Record 1
ORCA calculation (ωB97M-V/def2-TZVPD) on a molecular structure, C32H44BaCl6F2NO20S2.

```
108
Properties=species:S:1:pos:R:3:lowdin_charge:R:1
Ba -2.271 0.667 -3.096 2.0884
N -0.706 -0.316 -1.305 -0.4597
S -0.069 -1.627 -0.831 0.4362
O -0.974 -2.641 -0.269 -0.2566
O 1.336 -1.709 -0.432 -0.2182
F 0.051 -2.253 -2.280 -0.1755
S -0.752 0.195 0.293 0.6263
O 0.448 0.906 0.750 -0.2287
O -1.528 -0.550 1.261 -0.2377
F -1.775 1.449 0.052 -0.1918
Cl 4.207 0.479 1.078 0.6202
C 3.242 -0.391 2.320 -0.5778
C 3.416 -1.977 2.219 -0.6418
Cl 4.928 -2.638 2.854 0.5643
H 2.194 -0.111 2.217 0.0297
H 3.598 -0.055 3.294 0.0619
H 3.434 -2.277 1.171 0.0173
H 2.556 -2.453 2.689 0.0631
Cl -3.432 -6.668 1.538 0.5415
C -3.006 -5.002 0.988 -0.6446
C -3.640 -4.679 -0.379 -0.5572
Cl -5.483 -4.482 -0.111 0.4865
H -1.921 -5.022 0.889 0.0661
H -3.361 -4.272 1.716 0.0416
H -3.493 -5.484 -1.098 0.0660
H -3.246 -3.800 -0.889 0.0285
Cl 5.628 -4.318 -1.868 0.5548
C 5.815 -2.594 -1.546 -0.6547
C 4.495 -1.862 -1.657 -0.6442
Cl 3.715 -2.013 -3.290 0.5220
H 6.586 -2.250 -2.236 0.0734
H 6.171 -2.507 -0.520 0.0703
H 4.699 -0.802 -1.504 0.0374
H 3.754 -2.091 -0.892 0.0301
C -3.034 4.233 -1.896 -0.0666
O -3.670 2.929 -1.909 -0.3291
C -4.504 2.780 -0.755 -0.1675
C -4.946 1.270 -0.665 -0.1796
O -4.086 0.235 -1.067 -0.3820
C -4.219 -1.030 -0.365 -0.0625
H -2.292 4.112 -2.685 0.0726
H -2.510 4.526 -0.986 0.1030
H -3.704 5.069 -2.096 0.1005
H -5.391 3.401 -0.875 0.1399
H -3.966 2.965 0.175 0.1244
H -5.713 1.267 -1.439 0.1255
H -5.366 1.109 0.328 0.1407
H -4.353 -0.803 0.693 0.1076
H -3.387 -1.700 -0.583 0.0617
H -5.099 -1.596 -0.672 0.0684
C -4.035 -2.339 -3.957 -0.0660
O -2.651 -1.930 -4.027 -0.3319
C -2.102 -2.242 -5.299 -0.1904
C -0.711 -1.653 -5.453 -0.1797
O -0.579 -0.272 -5.045 -0.3482
C 0.700 0.188 -5.394 -0.0906
H -4.473 -2.062 -2.998 0.0746
H -4.278 -3.401 -3.986 0.1100
H -4.611 -1.852 -4.743 0.0993
H -2.726 -1.707 -6.014 0.1270
H -2.084 -3.265 -5.672 0.1519
H -0.367 -1.804 -6.476 0.1399
H -0.032 -2.317 -4.918 0.1314
H 0.755 1.260 -5.204 0.0926
H 0.925 0.052 -6.452 0.1061
H 1.501 -0.288 -4.828 0.0850
C -0.382 -2.488 5.922 0.1028
C -1.268 -3.044 6.775 -0.2517
C -2.576 -3.507 6.371 -0.2963
O -3.474 -4.146 7.014 0.0825
C -2.870 -3.287 4.976 0.0720
C -2.039 -2.619 4.105 -0.1849
C -0.671 -2.123 4.459 -0.2709
O 0.090 -1.467 3.772 0.1188
O -2.458 -2.278 2.861 0.0533
O -0.871 -3.520 7.970 0.1086
H 0.650 -2.378 6.221 0.1287
H -3.780 -3.689 4.557 0.1334
H -1.910 -1.654 2.379 0.0236
H -1.603 -3.993 8.373 0.1111
C 3.475 2.556 -1.675 0.0504
C 2.266 2.025 -2.023 -0.2218
C 1.091 2.879 -2.416 -0.2978
O -0.034 2.483 -2.636 -0.0494
C 1.379 4.323 -2.270 0.0900
C 2.671 4.766 -2.075 -0.1719
C 3.834 3.876 -1.888 -0.3538
O 5.016 4.172 -1.938 0.1541
O 2.940 6.087 -1.866 0.1179
O 2.152 0.757 -1.769 0.0810
H 4.139 1.882 -1.155 0.0918
H 0.616 5.055 -2.491 0.1282
H 3.889 6.230 -1.836 0.1189
H 1.266 0.425 -1.929 0.0582
C 3.197 3.657 4.571 0.0571
C 3.836 4.813 4.436 -0.1914
C 3.968 5.609 3.134 -0.2979
O 4.690 6.578 2.984 0.1196
C 3.113 5.054 2.064 0.0801
C 2.447 3.879 2.225 -0.1828
C 2.421 3.046 3.503 -0.2889
O 1.834 1.988 3.728 0.0998
O 1.625 3.449 1.224 0.0689
O 4.753 5.243 5.365 0.0899
H 3.356 3.218 5.544 0.1423
H 3.055 5.604 1.136 0.1212
H 1.334 2.563 1.451 0.0513
H 5.223 5.986 4.980 0.0987
```

Properties
Frontier orbital gap   6.49 eV
Charge   +1
Lowest unoccupied orbital energy   -0.16032 Ha
HOMO energy   -0.3987 Eh
Electronic energy   -6587.70002 Eh
Molar mass   1214.87 g/mol

***

Record 2
ORCA calculation (ωB97M-V/def2-TZVPD) on C2H8N2OP2 in the gas phase.

```
15
Properties=species:S:1:pos:R:3:lowdin_charge:R:1
C -0.326 -0.333 -1.160 -0.1150
N 0.423 -0.296 0.135 -0.5682
C -0.020 -1.286 1.095 -0.1613
P 1.472 0.816 0.676 0.9377
O 0.210 2.114 1.060 -0.6925
P -0.775 3.292 0.929 0.4622
N -2.217 3.074 0.739 -0.3510
H 0.152 -1.245 -1.682 0.1012
H -1.499 -0.527 -1.142 0.1273
H -0.083 0.576 -1.687 0.0453
H 0.686 -1.749 1.756 0.0595
H -0.716 -0.742 1.701 0.0652
H -0.607 -2.107 0.454 0.1265
H 1.789 1.368 -0.656 -0.0364
H 0.243 4.334 1.031 -0.0006
```

Properties
Frontier orbital gap   9.48 eV
Charge   0
Lowest unoccupied orbital energy   0.01904 Ha
HOMO energy   -0.3293 Eh
Electronic energy   -948.34914 Eh
Structure (SMILES)   CN(C)PO[PH]#N
ΔE to the lowest compared entry with this formula, charge and spin   302.2 kJ/mol
Molar mass   138.05 g/mol

***

Record 3
ORCA calculation (ωB97M-V/def2-TZVPD) on a molecular structure, C16H23N3O7PS2Ti.

```
53
Properties=species:S:1:pos:R:3:lowdin_spin:R:1
Ti -0.955 -0.247 -0.002 0.9409
O 2.150 -1.303 -0.160 0.0058
C 2.833 -0.426 0.706 0.0003
C 2.637 1.018 0.261 0.0001
N 1.241 1.431 0.380 -0.0022
C 0.895 2.524 -0.520 0.0004
C -0.637 2.720 -0.570 0.0034
O -1.059 3.804 -0.967 0.0053
O -1.327 1.722 -0.178 0.0105
C 0.887 1.754 1.766 0.0006
C 0.347 0.523 2.516 0.0109
O 0.630 0.361 3.697 0.0179
O -0.378 -0.241 1.792 0.0316
H 1.312 -0.865 -0.387 0.0021
H 3.892 -0.694 0.655 0.0002
H 2.495 -0.555 1.741 0.0001
H 2.919 1.075 -0.792 0.0001
H 3.301 1.679 0.844 -0.0001
H 1.213 2.271 -1.531 0.0000
H 1.355 3.477 -0.223 0.0000
H 0.070 2.476 1.765 0.0003
H 1.728 2.179 2.326 -0.0001
C -2.452 2.706 -4.389 0.0025
C -3.445 1.551 -4.346 0.0046
O -2.850 0.332 -3.972 0.0425
P -2.359 0.118 -2.358 0.1062
S -3.274 -0.313 0.706 0.8472
S -0.330 0.098 -2.498 0.0139
O -2.566 -1.524 -2.377 0.0087
C -3.876 -2.086 -2.336 0.0047
C -3.871 -3.359 -1.509 0.0000
H -2.946 3.617 -4.737 0.0001
H -1.626 2.459 -5.058 0.0002
H -2.044 2.880 -3.391 0.0016
H -3.874 1.381 -5.340 0.0007
H -4.269 1.804 -3.663 0.0022
H -4.174 -2.304 -3.368 0.0006
H -4.581 -1.359 -1.914 0.0033
H -3.066 -4.019 -1.841 0.0003
H -4.831 -3.875 -1.605 0.0000
H -3.704 -3.100 -0.467 0.0009
N 0.909 -5.733 -2.919 0.0240
C 0.506 -5.084 -2.050 0.0174
C -0.005 -4.361 -0.953 0.0776
C -0.378 -5.054 0.255 0.2961
C -0.919 -4.283 1.273 0.0464
C -1.073 -2.923 1.130 0.2340
N -0.683 -2.239 -0.021 0.1536
C -0.168 -2.989 -1.013 0.0350
H -0.250 -6.125 0.338 0.0249
H -1.227 -4.743 2.205 -0.0052
H -1.517 -2.338 1.919 0.0268
H 0.129 -2.469 -1.914 0.0008
```

Properties
Frontier orbital gap (alpha / beta)   4.73 / 6.65 eV
Charge   -2
Lowest unoccupied orbital energy (alpha / beta)   0.17947 / 0.17091 Ha
Multiplicity   4
HOMO energy (alpha / beta)   0.0058 / -0.0735 Eh
Electronic energy   -3301.80906 Eh
ΔE to the lowest compared entry with this formula, charge and spin   151.9 kJ/mol
Molar mass   512.35 g/mol
Expectation value of S²   3.776

***

Record 4
ORCA calculation (ωB97M-V/def2-TZVPD) on 12 unconnected molecules or ions with the total composition C36H76Br6N5O16.

```
139
Properties=species:S:1:pos:R:3:lowdin_charge:R:1
C 2.690 0.727 -1.699 -0.0903
C 1.432 0.530 -0.895 -0.1700
N 0.568 -0.698 -1.174 -0.2283
C 0.449 -0.811 -2.681 0.0496
C 1.200 -1.920 -0.551 -0.1344
C 0.419 -3.247 -0.795 -0.0374
C -0.824 -0.404 -0.581 -0.0552
C -0.908 -0.290 0.930 -0.1798
O 0.029 0.550 1.575 -0.2037
C -0.043 0.543 2.993 -0.0715
H 2.659 0.668 -2.786 -0.0066
H 3.408 -0.061 -1.442 0.0798
H 3.290 1.630 -1.590 0.0725
H 0.788 1.382 -1.128 0.1079
H 1.580 0.683 0.171 0.1216
H 0.236 0.212 -2.983 0.1116
H -0.407 -1.442 -2.911 0.0928
H 1.419 -1.217 -2.959 0.0917
H 1.121 -1.783 0.526 0.1067
H 2.243 -1.981 -0.852 0.1018
H -0.649 -3.025 -0.874 0.0586
H 0.778 -4.033 -0.137 0.0749
H 0.554 -3.613 -1.820 0.0746
H -1.443 -1.229 -0.933 0.0876
H -1.218 0.490 -1.063 0.1461
H -0.828 -1.309 1.336 0.1045
H -1.924 -0.045 1.257 0.1362
H 0.481 -0.315 3.411 0.0559
H -1.040 0.643 3.425 0.0726
H 0.467 1.462 3.284 0.0736
C -5.037 -0.955 -2.641 -0.0342
C -6.207 -0.930 -1.917 -0.4138
C -6.420 -1.826 -0.716 -0.4146
O -7.537 -1.996 -0.168 -0.0312
C -5.327 -2.520 -0.226 -0.0326
C -4.054 -2.517 -0.876 -0.3563
C -3.898 -1.732 -2.212 -0.3891
O -2.789 -1.733 -2.766 -0.0781
O -3.043 -3.025 -0.305 -0.1056
O -7.100 -0.154 -2.379 -0.0588
H -4.872 -0.426 -3.568 0.0940
H -5.427 -3.067 0.692 0.0386
C 2.095 4.164 3.096 0.0569
N 3.503 3.670 2.912 -0.4481
O 4.002 3.777 1.807 0.0512
O 4.049 3.148 3.858 0.0672
H 2.126 5.086 3.672 0.0990
H 1.635 3.342 3.636 0.0775
H 1.640 4.381 2.135 0.0886
C -3.003 1.660 5.993 0.0335
N -2.552 0.308 6.331 -0.4243
O -2.888 -0.165 7.399 0.0732
O -1.681 -0.207 5.646 0.0492
H -3.482 1.780 5.025 0.0991
H -2.321 2.450 6.295 0.1063
H -3.836 1.851 6.675 0.0952
C 5.519 -2.299 -5.573 0.0564
N 4.709 -2.115 -4.319 -0.4371
O 5.053 -2.796 -3.374 0.0547
O 3.801 -1.321 -4.298 0.0452
H 6.537 -2.008 -5.337 0.0993
H 5.161 -1.579 -6.307 0.0906
H 5.307 -3.296 -5.945 0.1013
C 4.046 -5.150 -0.860 0.0485
N 4.297 -4.161 0.215 -0.4235
O 4.434 -4.637 1.337 0.0561
O 4.308 -2.973 -0.019 0.0540
H 4.214 -6.145 -0.464 0.0963
H 4.751 -4.892 -1.649 0.0866
H 3.051 -5.116 -1.300 0.0973
Br -4.939 -4.422 3.241 0.6831
C -3.177 -4.072 3.992 -0.6890
C -2.200 -3.843 2.830 -0.6194
Br -0.288 -3.801 3.481 0.6394
H -2.848 -4.836 4.691 0.0482
H -3.135 -3.138 4.552 0.0480
H -2.376 -2.877 2.370 0.0363
H -2.270 -4.642 2.099 0.0328
Br 3.362 2.096 -5.105 0.6808
C 5.118 2.843 -5.631 -0.6450
C 5.090 4.323 -5.318 -0.7046
Br 6.699 5.300 -5.929 0.5792
H 5.242 2.679 -6.697 0.0530
H 5.905 2.356 -5.061 0.0577
H 5.073 4.599 -4.268 0.0441
H 4.162 4.716 -5.733 0.0459
Br -2.290 -8.173 -0.721 0.5537
C -2.390 -6.227 -0.843 -0.6843
C -2.706 -5.824 -2.296 -0.6322
Br -1.377 -6.621 -3.521 0.5206
H -1.484 -5.760 -0.466 0.0428
H -3.149 -5.879 -0.144 0.0506
H -2.414 -4.784 -2.434 0.0238
H -3.726 -5.939 -2.645 0.0723
C 1.238 -1.395 7.514 -0.0589
C 1.453 -1.594 6.019 -0.2952
O 2.824 -1.839 5.705 -0.1697
C 3.104 -2.743 4.611 -0.2410
C 2.970 -1.933 3.292 -0.0785
H 0.239 -0.983 7.670 0.0577
H 1.264 -2.371 7.994 0.0758
H 1.966 -0.675 7.886 0.0753
H 0.816 -2.385 5.634 0.0499
H 1.152 -0.716 5.437 0.0925
H 4.140 -3.056 4.728 0.1111
H 2.554 -3.682 4.507 0.0843
H 1.973 -1.721 2.913 0.0188
H 3.544 -2.458 2.524 0.0416
H 3.545 -1.012 3.408 0.0815
C -3.113 5.136 -1.039 -0.0808
C -4.099 4.519 -0.047 -0.2756
O -3.491 3.339 0.483 -0.1718
C -4.399 2.520 1.190 -0.3150
C -5.265 1.668 0.320 -0.0616
H -3.490 6.041 -1.514 0.0713
H -2.104 5.345 -0.687 0.0576
H -3.078 4.301 -1.745 0.0813
H -4.162 5.162 0.839 0.1125
H -5.062 4.361 -0.530 0.1169
H -3.760 1.865 1.791 0.1019
H -5.054 3.094 1.863 0.1135
H -4.591 1.077 -0.304 0.0783
H -5.885 2.291 -0.323 0.0796
H -5.824 0.971 0.945 0.0941
C 0.416 7.126 -5.013 -0.0756
C 0.058 5.764 -4.370 -0.2862
O 1.059 5.406 -3.449 -0.1517
C 0.694 4.424 -2.507 -0.2631
C 1.784 4.235 -1.467 -0.0728
H -0.098 7.136 -5.974 0.0728
H 0.391 7.940 -4.293 0.0729
H 1.454 7.120 -5.364 0.0638
H -0.951 5.923 -3.975 0.1134
H -0.101 5.063 -5.195 0.1145
H -0.196 4.751 -1.961 0.1029
H 0.535 3.471 -3.024 0.1168
H 2.050 5.121 -0.886 0.0772
H 2.753 3.910 -1.858 0.0610
H 1.575 3.438 -0.751 0.0569
```

Properties
Frontier orbital gap   4.05 eV
Charge   -1
Lowest unoccupied orbital energy   0.03415 Ha
HOMO energy   -0.1147 Eh
Electronic energy   -18338.44719 Eh
Molar mass   1314.45 g/mol

***

Record 5
ORCA calculation (ωB97M-V/def2-TZVPD) on a gas-phase ion, C6H12NO (charge +1).

```
20
Properties=species:S:1:pos:R:3:lowdin_charge:R:1
C 0.701 -1.334 1.998 0.2228
C 0.500 -0.708 1.000 -0.1578
C 0.364 -0.003 -0.160 -0.4630
C 1.483 -0.287 -1.247 0.0086
C 0.417 1.550 0.112 -0.2324
O 1.497 1.941 0.881 -0.0217
N -0.959 -0.521 -0.781 0.0844
C -2.103 -0.335 0.171 -0.0195
H 0.991 -2.045 2.788 0.0892
H 1.264 0.173 -2.199 0.0772
H 2.525 0.177 -0.999 0.1513
H 1.486 -1.362 -1.415 0.0874
H -0.527 2.055 0.431 0.1326
H 0.610 1.905 -1.015 0.1655
H 1.295 1.484 1.764 0.1405
H -0.767 -1.537 -0.878 0.1916
H -1.300 -0.116 -1.671 0.1999
H -2.504 0.703 0.290 0.1221
H -2.936 -0.852 -0.249 0.0843
H -2.036 -0.886 1.180 0.1370
```

Properties
Frontier orbital gap   10.98 eV
Charge   +1
Lowest unoccupied orbital energy   -0.12453 Ha
HOMO energy   -0.5281 Eh
Electronic energy   -365.43863 Eh
Structure (SMILES)   C#C[C@](C)(CO)[NH2+]C
ΔE to the lowest compared entry with this formula, charge and spin   290.7 kJ/mol
Molar mass   114.17 g/mol

***

Record 6
ORCA calculation (ωB97M-V/def2-TZVPD) on 2 unconnected molecules or ions with the total composition C7H13N2.

```
22
Properties=species:S:1:pos:R:3:lowdin_charge:R:1
C -2.793 -1.111 0.490 -0.0384
C -3.240 0.050 -0.225 -0.0354
C -1.478 -1.026 0.743 -0.0789
C -2.178 0.829 -0.324 -0.0629
C 1.513 -1.507 -0.604 -0.1213
C 1.456 -0.403 0.424 -0.2477
C 0.285 0.502 0.107 -0.2403
N -1.021 0.205 0.265 -0.0597
N 0.528 2.023 0.457 0.2117
H -3.373 -1.957 0.814 0.1164
H -4.184 0.271 -0.593 0.1022
H -0.993 -1.655 1.452 0.1320
H -2.316 1.720 -0.891 0.1199
H 0.419 -1.836 -0.625 0.0884
H 1.867 -1.045 -1.587 0.0475
H 2.222 -2.316 -0.197 0.1176
H 2.432 0.116 0.471 0.1342
H 1.207 -0.757 1.354 0.0847
H 0.877 0.350 -2.150 0.1865
H -0.330 2.600 0.569 0.1580
H 1.097 2.333 -0.376 0.1670
H 1.074 2.130 1.418 0.2184
```

Properties
Frontier orbital gap (alpha / beta)   8.30 / 7.66 eV
Charge   +1
Lowest unoccupied orbital energy (alpha / beta)   -0.16446 / -0.16330 Ha
HOMO energy (alpha / beta)   -0.4694 / -0.4449 Eh
Electronic energy   -383.58096 Eh
ΔE to the lowest compared entry with this formula, charge and spin   620.2 kJ/mol
Molar mass   125.19 g/mol

***

Record 7
ORCA calculation (ωB97M-V/def2-TZVPD) on 2 unconnected molecules or ions with the total composition C6H12N.

```
19
Properties=species:S:1:pos:R:3:lowdin_charge:R:1
C -4.215 0.308 -0.067 -0.1149
C 1.982 -0.276 1.919 0.1883
C 1.478 -0.207 0.655 -0.2778
C -0.055 -0.157 0.467 -0.0657
C 2.138 0.628 -1.638 -0.0126
C 2.315 -0.332 -0.529 0.1376
N -2.948 -0.053 0.136 -0.0536
H -4.415 0.815 -1.014 0.0723
H -3.591 -0.999 0.017 0.1236
H 1.377 -0.328 2.812 0.1068
H 3.050 -0.504 1.939 0.0952
H -0.467 -1.109 0.807 0.0930
H -0.559 0.660 0.981 0.0822
H 2.377 1.676 -1.531 0.1259
H 2.692 0.251 -2.513 0.1056
H 3.107 -1.065 -0.614 0.1457
H -5.019 0.205 0.679 0.0859
H 1.078 0.557 -1.921 0.1081
H -0.325 -0.073 -0.585 0.0544
```

Properties
Frontier orbital gap   4.56 eV
Charge   +1
Lowest unoccupied orbital energy   -0.25303 Ha
HOMO energy   -0.4206 Eh
Electronic energy   -290.07479 Eh
ΔE to the lowest compared entry with this formula, charge and spin   648.8 kJ/mol
Molar mass   98.17 g/mol

***

Record 8
ORCA calculation (ωB97M-V/def2-TZVPD) on 2 unconnected molecules or ions with the total composition C2H8O2.

```
12
Properties=species:S:1:pos:R:3:lowdin_spin:R:1
C -1.305 -0.883 -0.853 0.0020
O -1.628 0.214 0.019 0.0086
H -1.111 -0.497 -1.854 0.0010
H -0.541 -1.568 -0.484 -0.0001
H -2.180 -1.519 -0.980 0.0006
H -2.552 0.431 -0.127 0.0000
C 1.910 0.506 0.716 0.1539
O 0.943 1.437 1.032 0.6975
H 2.099 -0.239 1.489 0.0794
H 1.374 0.089 -0.137 0.0275
H 2.887 0.923 0.474 0.0236
H 0.104 1.106 0.705 0.0060
```

Properties
Frontier orbital gap (alpha / beta)   11.74 / 4.75 eV
Charge   +1
Lowest unoccupied orbital energy (alpha / beta)   -0.12841 / -0.38284 Ha
Multiplicity   2
HOMO energy (alpha / beta)   -0.5599 / -0.5573 Eh
Electronic energy   -231.05161 Eh
ΔE to the lowest compared entry with this formula, charge and spin   80.4 kJ/mol
Molar mass   64.08 g/mol
Expectation value of S²   0.754